C38H39F4IN2O17 | ωB97M-V with the def2-TZVPD basis set

XYZ file:
```
101
Properties=species:S:1:pos:R:3:mulliken_charge:R:1
C -1.31 -1.00 3.35 -1.16
C -1.81 -1.01 1.90 0.63
O -2.47 -1.95 1.52 -0.53
N -1.49 0.12 1.13 -0.33
C -1.41 -0.15 -0.32 0.48
C 0.04 -0.44 -0.79 1.38
C 0.08 -1.28 -2.09 0.02
C 0.66 -2.71 -1.93 -1.95
C 0.23 -3.36 -0.63 0.56
C -0.99 -4.05 -0.60 1.30
C -1.89 -4.19 -1.82 -1.41
C -3.30 -3.63 -1.72 0.39
O -4.25 -4.29 -2.06 -0.58
F -3.52 -2.37 -1.30 -0.20
C -1.35 -4.64 0.59 -0.51
I -3.13 -5.78 0.81 0.10
C -0.58 -4.55 1.73 0.14
O -1.01 -5.13 2.89 -0.50
C 0.62 -3.87 1.69 0.53
C 1.04 -3.29 0.49 -0.12
C 2.36 -2.57 0.48 0.32
O 2.71 -1.78 -0.37 -0.63
C 3.33 -2.81 1.62 0.20
C 4.76 -2.40 1.34 -1.03
C 5.39 -3.36 0.30 -0.85
C 5.74 -4.72 0.86 0.98
F 4.65 -5.50 0.97 -0.25
F 6.61 -5.35 0.04 -0.32
F 6.34 -4.67 2.06 -0.27
C 2.92 -3.34 2.77 0.84
C 3.81 -3.56 3.95 -0.57
C 4.08 -4.85 4.39 -0.25
C 4.95 -4.91 5.48 -0.72
C 5.44 -3.75 6.02 -0.31
N 5.18 -2.49 5.66 -0.68
C 4.35 -2.49 4.62 -0.06
C 1.48 -3.75 2.93 0.24
O 1.05 -3.94 4.05 -0.61
H -2.22 -1.07 3.96 0.35
H -0.84 -0.06 3.63 0.41
H -0.70 -1.88 3.58 0.22
H -0.55 0.38 1.42 0.34
H -1.73 0.76 -0.83 -0.53
H -2.08 -0.93 -0.66 0.04
H 0.48 0.53 -1.04 -1.00
H 0.64 -0.84 0.02 -0.01
H -0.92 -1.29 -2.54 -0.19
H 0.71 -0.76 -2.82 0.58
H 0.26 -3.32 -2.75 0.67
H 1.74 -2.74 -2.07 0.49
H -1.45 -3.77 -2.74 0.27
H -2.02 -5.26 -2.00 0.49
H -0.78 -6.06 2.80 0.41
H 4.78 -1.40 0.92 0.48
H 5.37 -2.43 2.24 0.50
H 4.69 -3.51 -0.52 0.32
H 6.29 -2.88 -0.11 0.39
H 3.66 -5.73 3.93 0.49
H 5.23 -5.87 5.90 0.38
H 6.15 -3.85 6.85 0.38
H 4.07 -1.50 4.25 0.45
C 1.14 5.09 -2.21 -0.45
C 0.09 4.65 -1.23 -0.08
O 0.16 3.23 -1.32 -0.21
C 1.39 2.91 -1.77 0.59
O 1.82 1.79 -1.79 -0.54
O 2.07 4.00 -2.18 -0.43
H 1.62 6.03 -1.92 0.31
H 0.75 5.20 -3.23 0.27
H 0.31 4.95 -0.21 0.22
H -0.91 5.00 -1.49 0.23
C -2.59 0.34 -4.83 -0.36
C -2.02 1.50 -5.61 -0.49
O -2.19 2.59 -4.70 -0.37
C -2.26 2.08 -3.45 0.40
O -2.23 2.73 -2.45 -0.57
O -2.36 0.73 -3.47 0.00
H -2.09 -0.60 -5.05 0.32
H -3.66 0.21 -4.98 0.27
H -0.95 1.38 -5.82 0.29
H -2.55 1.68 -6.54 0.34
C -5.21 2.68 -1.53 0.44
C -5.57 3.09 -0.12 -0.34
O -6.17 4.38 -0.32 -0.36
C -6.63 4.44 -1.59 0.61
O -7.31 5.31 -2.02 -0.53
O -6.20 3.37 -2.31 -0.38
H -5.28 1.61 -1.68 0.35
H -4.22 3.03 -1.82 -0.30
H -6.31 2.43 0.34 0.24
H -4.71 3.16 0.53 0.31
C -1.66 8.43 0.03 -0.35
C -1.06 9.77 0.40 -0.35
O 0.16 9.41 1.05 -0.35
C 0.51 8.17 0.61 0.57
O 1.55 7.65 0.83 -0.49
O -0.50 7.61 -0.11 -0.19
H -2.23 8.46 -0.89 0.31
H -2.28 8.02 0.83 0.28
H -0.82 10.38 -0.48 0.26
H -1.70 10.35 1.06 0.31
```

structure (SMILES) = CC(=O)NCCCCc1c(CC(=O)F)c(I)c(O)c2c1C(=O)C(CCC(F)(F)F)=C(c1cccnc1)C2=O.O=C1OCCO1.O=C1OCCO1.O=C1OCCO1.O=C1OCCO1
2S+1 = 1
max |F| = 2.55 eV Å⁻¹
orbital gap = 8.01 eV